This record from the OMol25 dataset describes a molecular structure, C30H28BF4I2N8O3Sn in a non-equilibrium geometry. The level of theory is ωB97M-V/def2-TZVPD.

orbital gap = 7.0 eV
charge = -1
HOMO = -5.0 eV
calculated total energy = -83218.03565 eV
max |F| = 1.176 eV Å⁻¹
ΔE to the lowest compared entry with this formula, charge and spin = 78.2 kJ/mol

Each line ends with the Löwdin charge.
Atoms and positions in Å:
1 Sn 0.2085 -0.5435 0.0442  1.478
2 N 1.5943 0.0535 -4.4602  0.141
3 C 1.9114 -0.4973 -3.2751  -0.147
4 N 2.2583 0.1626 -2.2201  0.122
5 C 2.2226 1.5465 -2.2762  -0.300
6 N 2.3956 2.2494 -1.2068  0.072
7 N 2.3392 1.5903 -0.0433  -0.031
8 C 3.0755 1.9646 0.9230  -0.103
9 C 2.9772 1.2680 2.2100  -0.282
10 C 3.4419 1.8746 3.3789  -0.039
11 C 3.3508 1.1910 4.5786  -0.079
12 C 2.8202 -0.0896 4.5806  -0.066
13 C 2.3940 -0.6240 3.3725  -0.148
14 N 2.4590 0.0292 2.2188  0.090
15 C 2.0793 2.2108 -3.5667  -0.087
16 C 2.2540 3.5805 -3.7470  -0.009
17 C 2.1078 4.1397 -4.9998  -0.084
18 C 1.7571 3.3395 -6.0849  -0.086
19 C 1.5605 1.9839 -5.9227  -0.019
20 C 1.7265 1.4164 -4.6624  -0.184
21 H 1.1821 -0.5329 -5.1673  0.161
22 H 1.8775 -1.5773 -3.2437  0.112
23 H 3.8082 2.7697 0.8258  0.114
24 H 3.8433 2.8791 3.3349  0.106
25 H 3.6910 1.6462 5.5003  0.102
26 H 2.7414 -0.6670 5.4916  0.100
27 H 1.9795 -1.6261 3.3295  0.043
28 H 2.5042 4.1840 -2.8859  0.112
29 H 2.2705 5.1998 -5.1434  0.097
30 H 1.6494 3.7812 -7.0676  0.099
31 H 1.2899 1.3556 -6.7630  0.110
32 I -6.1562 -4.4552 3.4583  0.771
33 C -4.3168 -3.6623 2.7905  -0.738
34 C -3.1703 -3.8892 3.5290  -0.249
35 C -1.9881 -3.3643 3.0541  -0.600
36 I -0.1898 -3.6902 4.0994  0.898
37 C -1.8592 -2.6251 1.8450  -0.435
38 O -0.7032 -2.1994 1.4533  -0.347
39 C -3.0730 -2.4335 1.1244  -0.160
40 C -3.0330 -1.7344 -0.1989  -0.154
41 N -2.3998 -0.4204 -0.1041  -0.104
42 C -3.1883 0.5073 0.7130  -0.131
43 C -2.3703 1.5423 1.4487  -0.265
44 C -2.8606 2.8320 1.6353  -0.014
45 C -2.1671 3.7081 2.4494  -0.067
46 C -0.9995 3.2728 3.0568  -0.068
47 C -0.5621 1.9903 2.7761  -0.128
48 N -1.2215 1.1429 1.9915  0.083
49 C -4.2656 -2.9453 1.6069  -0.129
50 H -3.1961 -4.4531 4.4506  0.076
51 H -4.0517 -1.6683 -0.6046  0.127
52 H -2.4274 -2.3197 -0.8954  0.115
53 H -2.3228 -0.0326 -1.0421  0.089
54 H -3.6922 -0.0777 1.4892  0.131
55 H -3.9476 1.0142 0.1156  0.121
56 H -3.7721 3.1382 1.1390  0.115
57 H -2.5378 4.7113 2.6184  0.102
58 H -0.4415 3.9123 3.7277  0.096
59 H 0.3528 1.6152 3.2177  0.092
60 H -5.1713 -2.8011 1.0296  0.096
61 N 1.5894 -2.6490 0.4999  -0.070
62 C 1.5996 -3.8930 -0.2816  -0.230
63 C 0.2594 -4.0832 -0.9949  -0.103
64 C 0.1216 -3.0514 -2.1234  -0.669
65 O 0.4420 -3.3814 -3.2724  -0.013
66 O -0.2630 -1.8784 -1.7833  -0.216
67 H 2.5177 -2.4013 0.8206  0.074
68 H 0.9977 -2.7873 1.3186  -0.002
69 H 1.7828 -4.7626 0.3626  0.107
70 H 2.4002 -3.8508 -1.0239  0.117
71 H -0.5400 -3.9372 -0.2658  0.099
72 H 0.1992 -5.0786 -1.4325  0.113
73 F -2.8016 1.9206 -1.9780  0.096
74 B -1.4320 2.1897 -2.1911  -1.256
75 F -0.7207 1.8460 -0.9839  -0.006
76 F -0.9528 1.3831 -3.2301  0.123
77 F -1.2383 3.5410 -2.4678  0.117

This record from the OMol25 dataset describes a molecular structure, C30H28BiBr2N2P2S2Te4. The level of theory is ωB97M-V/def2-TZVPD.

orbital gap = 6.3 eV
charge = -1
HOMO = -4.3 eV
calculated total energy = -249895.29207 eV
max |F| = 0.915 eV Å⁻¹
ΔE to the lowest compared entry with this formula, charge and spin = 90.5 kJ/mol

Each line ends with the Löwdin charge.
Atoms and positions in Å:
1 Bi 0.7503 -0.4123 0.3452  0.433
2 S -0.7618 2.4077 1.5207  0.127
3 P -1.4993 2.7374 -0.3207  0.334
4 C -1.0029 1.8112 -1.6397  -0.561
5 P 0.5231 2.0248 -2.2334  0.440
6 S 2.0737 0.7391 -1.5313  0.105
7 C 0.5362 1.6037 -4.0184  -0.371
8 C -0.6540 1.2402 -4.6329  -0.104
9 C -0.6685 0.8782 -5.9763  -0.094
10 C 0.5077 0.8861 -6.7116  -0.104
11 C 1.7031 1.2518 -6.1014  -0.090
12 C 1.7166 1.6036 -4.7609  -0.110
13 C 1.3760 3.6426 -2.1769  -0.346
14 C 2.0209 4.0199 -0.9997  -0.109
15 C 2.6011 5.2742 -0.8908  -0.081
16 C 2.5389 6.1651 -1.9553  -0.097
17 C 1.8874 5.8006 -3.1246  -0.091
18 C 1.3005 4.5468 -3.2328  -0.090
19 C -3.3328 2.5473 -0.2345  -0.334
20 C -4.0332 2.8773 0.9236  -0.110
21 C -5.4188 2.7996 0.9574  -0.099
22 C -6.1221 2.3993 -0.1729  -0.111
23 C -5.4314 2.0746 -1.3313  -0.099
24 C -4.0432 2.1435 -1.3596  -0.101
25 C -1.4436 4.5603 -0.6322  -0.326
26 C -0.9683 5.4705 0.3013  -0.111
27 C -0.9761 6.8337 0.0208  -0.095
28 C -1.4590 7.2949 -1.1940  -0.108
29 C -1.9332 6.3889 -2.1360  -0.096
30 C -1.9209 5.0312 -1.8567  -0.094
31 H -1.5561 1.2364 -4.0312  0.080
32 H -1.6008 0.5926 -6.4494  0.095
33 H 0.4981 0.6030 -7.7575  0.094
34 H 2.6245 1.2544 -6.6709  0.097
35 H 2.6498 1.8704 -4.2777  0.100
36 H 2.0722 3.3222 -0.1718  0.076
37 H 3.0996 5.5573 0.0283  0.102
38 H 2.9903 7.1464 -1.8698  0.095
39 H 1.8294 6.4969 -3.9528  0.097
40 H 0.7846 4.2693 -4.1438  0.105
41 H -3.4783 3.1888 1.8013  0.072
42 H -5.9517 3.0545 1.8658  0.094
43 H -7.2036 2.3376 -0.1474  0.092
44 H -5.9732 1.7581 -2.2151  0.094
45 H -3.4876 1.8759 -2.2512  0.079
46 H -0.5915 5.1015 1.2472  0.057
47 H -0.5977 7.5355 0.7546  0.095
48 H -1.4651 8.3569 -1.4100  0.092
49 H -2.3002 6.7425 -3.0926  0.095
50 H -2.2741 4.3147 -2.5903  0.101
51 Te 2.5554 0.5048 2.3416  -0.024
52 Te 3.5298 -1.8250 3.3320  -0.104
53 Te 4.3860 -2.8658 0.9926  -0.088
54 Te 1.9320 -2.9359 -0.2062  0.025
55 Br -1.3779 -2.3133 2.4460  0.532
56 C -2.7897 -1.0604 2.0431  -1.048
57 Br -3.9577 -1.6984 0.6512  0.569
58 H -2.3392 -0.1250 1.7289  -0.056
59 H -3.3856 -0.9368 2.9358  -0.005
60 C -3.1725 -4.3874 -3.1565  -0.025
61 N -2.1477 -3.4372 -2.7787  -0.136
62 C -1.5538 -2.4980 -3.5953  -0.060
63 C -0.6709 -1.8233 -2.8084  -0.148
64 N -0.7128 -2.3289 -1.5295  -0.091
65 C -1.6001 -3.2920 -1.5508  -0.228
66 H -3.0965 -4.5925 -4.2217  0.086
67 H -4.1693 -4.0017 -2.9399  0.088
68 H -3.0289 -5.3184 -2.6118  0.089
69 H -1.8158 -2.3964 -4.6351  0.111
70 H -0.0076 -1.0145 -3.0715  0.074
71 H -1.8800 -3.8993 -0.7034  0.116